ORCA calculation (wB97M-V/def2-TZVPD) on C6H8ClN3O4S in the gas phase in a non-equilibrium geometry.

```
23
Properties=species:S:1:pos:R:3
C -1.35 -0.86 -1.57
C -0.94 0.05 0.93
C 0.32 -1.59 -0.15
C -1.68 0.39 -0.79
C -1.38 0.85 2.06
C 2.88 -0.41 0.74
N -0.47 -1.72 -1.30
N -0.10 -0.90 0.95
N -1.14 1.71 -1.30
O -1.05 1.84 -2.45
O -0.86 2.46 -0.38
O 1.25 0.65 -1.11
O 2.68 -1.33 -1.73
S 1.86 -0.61 -0.80
Cl -3.44 0.69 -0.74
H -1.96 -1.23 -2.48
H 0.79 -2.53 0.21
H -2.48 0.75 2.31
H -1.34 1.93 1.83
H -0.68 0.77 2.95
H 2.07 0.03 1.31
H 3.38 -1.37 1.10
H 3.65 0.42 0.42
```

Lowest unoccupied orbital energy   -0.0102 Eh
Spin multiplicity   1
F_max   4.8 eV/Å
SMILES string   CC1=N[C@H](S(C)(=O)=O)N=C[C@]1(Cl)[N+](=O)[O-]
Energy relative to the best compared isomer or geometry (same formula, charge and spin)   0.838 eV

***

ORCA calculation (wB97M-V/def2-TZVPD) on C6H13NO in the gas phase in a non-equilibrium geometry.

```
21
Properties=species:S:1:pos:R:3
C -1.12 0.05 2.20
N -0.17 0.60 1.19
C -0.53 0.59 -0.25
C 0.57 -0.04 -1.10
C 1.87 0.80 -1.17
C 0.69 -1.48 -0.52
C -1.85 0.02 -0.75
O -2.37 0.34 -1.79
H -2.11 -0.23 1.72
H -1.28 0.74 3.13
H -0.72 -0.81 2.75
H 0.84 0.39 1.42
H -0.67 1.74 -0.33
H 0.19 0.02 -2.17
H 2.27 0.82 -2.25
H 2.61 0.60 -0.45
H 1.77 1.86 -0.75
H 1.61 -1.36 0.15
H -0.18 -1.79 0.13
H 0.95 -2.26 -1.20
H -2.39 -0.59 0.01
```

Lowest unoccupied orbital energy   0.0337 Eh
Spin multiplicity   1
F_max   2.8 eV/Å
SMILES string   CN[C@H](C=O)C(C)C
Energy relative to the best compared isomer or geometry (same formula, charge and spin)   3.302 eV

***

ORCA calculation (wB97M-V/def2-TZVPD) on a molecular structure, C45H40N3P2PtS4.

```
95
Properties=species:S:1:pos:R:3
Pt 0.03 -1.00 -1.40
S -2.65 0.66 0.99
P -0.92 1.53 0.81
C 0.34 0.65 -0.05
P 2.03 0.86 -0.17
S 2.40 -0.61 -1.51
C 2.94 0.65 1.39
C 3.24 -0.64 1.81
C 3.88 -0.85 3.03
C 4.22 0.23 3.83
C 3.91 1.52 3.42
C 3.28 1.73 2.20
C 2.76 2.39 -0.85
C 4.11 2.68 -0.65
C 4.69 3.77 -1.29
C 3.93 4.57 -2.13
C 2.59 4.28 -2.34
C 2.01 3.19 -1.70
C -1.11 3.22 0.13
C -0.14 4.20 0.31
C -0.29 5.46 -0.27
C -1.39 5.73 -1.06
C -2.36 4.75 -1.26
C -2.23 3.51 -0.65
C -0.25 1.82 2.49
C -0.46 3.00 3.19
C -0.08 3.10 4.53
C 0.49 2.01 5.17
C 0.68 0.82 4.48
C 0.32 0.73 3.15
H 2.97 -1.48 1.18
H 4.11 -1.86 3.35
H 4.72 0.07 4.77
H 4.16 2.37 4.05
H 3.04 2.74 1.89
H 4.72 2.06 -0.01
H 5.74 3.99 -1.13
H 4.39 5.42 -2.63
H 1.99 4.89 -2.99
H 0.97 2.97 -1.86
H 0.74 4.00 0.91
H 0.48 6.21 -0.12
H -1.50 6.70 -1.53
H -3.23 4.96 -1.87
H -2.99 2.75 -0.77
H -0.94 3.84 2.72
H -0.25 4.02 5.06
H 0.78 2.08 6.21
H 1.11 -0.04 4.98
H 0.46 -0.19 2.60
S -0.65 0.86 -2.55
C -2.39 0.71 -2.60
C -3.13 1.76 -3.12
C -4.51 1.66 -3.24
C -5.25 2.76 -3.80
N -5.81 3.66 -4.25
C -5.16 0.49 -2.82
C -4.42 -0.54 -2.26
C -3.03 -0.44 -2.12
S -2.15 -1.70 -1.33
C -6.58 0.34 -2.95
N -7.72 0.22 -3.05
H -2.64 2.67 -3.43
H -4.92 -1.44 -1.92
C -2.39 -6.57 0.94
C -1.59 -5.29 1.02
C -1.57 -4.55 2.20
C -0.85 -3.35 2.24
C -0.84 -2.51 3.49
C -0.18 -2.92 1.12
C -0.19 -3.63 -0.10
C -0.92 -4.83 -0.10
N 0.45 -3.06 -1.18
C 0.75 -3.84 -2.39
C -0.49 -4.14 -3.25
C 1.48 -5.16 -2.08
C 1.73 -3.05 -3.28
H -2.87 -6.79 1.88
H -1.74 -7.41 0.68
H -3.16 -6.50 0.17
H -2.11 -4.90 3.07
H -1.37 -3.01 4.31
H -1.32 -1.55 3.32
H 0.18 -2.32 3.83
H 0.37 -1.98 1.17
H -1.05 -5.40 -1.01
H -1.25 -4.65 -2.67
H -0.21 -4.78 -4.10
H -0.92 -3.22 -3.64
H 0.83 -5.97 -1.77
H 2.25 -5.01 -1.32
H 1.98 -5.50 -2.99
H 1.29 -2.11 -3.63
H 1.97 -3.65 -4.16
H 2.65 -2.84 -2.74
```

Total charge   -1
Lowest unoccupied orbital energy   0.0560 Eh
Spin multiplicity   1
F_max   0.5 eV/Å
Energy relative to the best compared isomer or geometry (same formula, charge and spin)   0.178 eV

***

Number 1: E_HOMO -9.8 eV. Number 2: E_HOMO -8.5 eV. Number 3: E_HOMO -4.4 eV.